Record 1
The following is a DFT calculation (ωB97M-V/def2-TZVPD) of 10 unconnected molecules or ions with the total composition C28H58NO27.

Total energy: -86740.2655 eV
Lowest unoccupied orbital energy: 0.0777 hartree
Orbital gap: 0.1764 Eh
Highest occupied orbital energy: -2.69 eV
Energy above the lowest of the compared OMol25 structures with the same formula, charge and spin: 442.7 kJ/mol

Structure (ORCA input):
```
! RIJCOSX wB97M-V def2-TZVPD def2/J DEFGRID3
* xyz -1 1
C -1.32422 0.09244 -2.05666
C -1.01970 0.05057 -0.54266
C -1.98427 -0.90808 0.19567
O 0.27033 -0.23197 -0.16447
H -0.44424 0.42151 -2.60932
H -2.16482 0.69914 -2.39340
H -1.54979 -0.88043 -2.49340
H -1.34087 1.02189 -0.16650
H -1.65105 -1.80781 0.71291
H -2.80592 -1.18291 -0.46574
H -2.64460 -0.47487 0.94693
C 0.22544 6.30265 -1.67091
O -0.48034 5.32829 -2.29541
C -1.73565 5.02937 -1.99174
O -2.47232 5.49117 -1.09862
O -2.22973 4.10679 -2.91455
C -3.44080 3.38717 -2.81177
H 0.95989 6.66202 -2.39169
H 0.66765 5.94094 -0.74262
H -0.42160 7.15897 -1.48074
H -4.26466 4.09725 -2.88355
H -3.53822 2.78970 -1.90533
H -3.55553 2.69438 -3.64543
C 2.94657 -5.47679 -2.38571
O 2.15445 -5.84382 -1.28110
C 1.76451 -4.89348 -0.43686
O 1.93535 -3.62403 -0.48793
O 1.02441 -5.44523 0.47487
C 0.17799 -4.65859 1.26741
H 3.51827 -4.55524 -2.27615
H 2.26364 -5.19937 -3.18866
H 3.59832 -6.25056 -2.79143
H -0.68367 -5.19947 1.65868
H -0.29069 -3.88233 0.66254
H 0.68744 -4.20720 2.11877
C 1.59402 2.21927 -3.30777
O 2.88914 2.50583 -3.76347
C 3.91120 1.91769 -3.22271
O 3.95109 1.17818 -2.23926
O 4.95851 2.14600 -3.94463
C 6.23016 1.70137 -3.58890
H 1.58302 2.05118 -2.23087
H 1.14146 1.29721 -3.67260
H 0.92280 2.95147 -3.75659
H 6.21351 0.98430 -2.76814
H 7.06126 2.39162 -3.44426
H 6.67374 1.19483 -4.44608
C -3.50490 2.49903 1.52082
O -3.53226 2.68538 2.90691
C -2.45045 2.99391 3.55509
O -1.36227 3.40958 3.12320
O -2.62441 2.72658 4.86569
C -1.47659 2.64256 5.70455
H -3.78448 3.42105 1.01111
H -4.28309 1.75667 1.34360
H -2.60545 2.05351 1.09584
H -1.76299 2.34264 6.71257
H -0.89519 3.55686 5.82350
H -0.74233 1.93583 5.31792
C 4.80309 -1.51204 -4.16070
O 3.77025 -2.49535 -4.18768
C 2.63724 -2.32467 -3.53916
O 2.48096 -1.51060 -2.58118
O 1.58562 -3.02680 -4.16463
C 0.27696 -2.84603 -3.57882
H 4.86599 -1.14123 -3.13764
H 4.52066 -0.73308 -4.86891
H 5.83706 -1.75040 -4.41007
H -0.38676 -3.68800 -3.77543
H -0.13712 -1.94717 -4.03564
H 0.33446 -2.68768 -2.50192
C 3.76250 5.10217 1.81308
O 3.79189 3.80780 1.19868
C 2.72036 3.29715 0.63595
O 2.71892 2.12230 0.17435
O 1.63601 4.08065 0.75861
C 0.39100 3.41171 0.76838
H 3.45639 5.96405 1.22015
H 4.74535 5.36650 2.20324
H 3.04601 4.94640 2.61960
H 0.29747 2.57338 0.07805
H -0.42991 4.12610 0.70636
H 0.36395 2.88698 1.72338
C -0.11210 -0.79624 3.21009
O 0.80723 -0.21781 4.14199
C 1.88332 0.47866 3.76444
O 2.53741 0.37301 2.71616
O 2.18495 1.30214 4.78542
C 3.18098 2.33526 4.62034
H -0.92622 -1.37673 3.64407
H 0.49888 -1.45278 2.59062
H -0.62190 -0.00063 2.66675
H 2.71197 3.03485 3.92846
H 4.09289 1.89702 4.21480
H 3.37124 2.97644 5.48103
C -4.02904 -7.06081 2.58167
O -4.79715 -5.82100 2.61325
C -4.22224 -4.57016 2.85402
O -3.00370 -4.37605 2.80083
O -5.21485 -3.66388 2.89440
C -4.97537 -2.30407 2.67990
H -3.56622 -7.20419 3.55806
H -3.12601 -7.03236 1.97189
H -4.72785 -7.85777 2.32747
H -5.93516 -1.79145 2.61571
H -4.58659 -2.06540 1.68995
H -4.42980 -1.76827 3.45666
C -2.85407 -3.94156 -1.03230
N -4.24047 -3.56165 -1.29712
O -4.45902 -2.47219 -1.93227
O -5.12889 -4.22247 -0.76115
H -2.72024 -5.02208 -1.08385
H -2.77425 -3.53334 -0.02478
H -2.16333 -3.42091 -1.69556
*
```

***

Record 2
The following is a DFT calculation (ωB97M-V/def2-TZVPD) of a molecular structure, C35H36CoN3O3P2.

Total energy: -103689.2400 eV
Lowest unoccupied orbital energy (alpha / beta): -0.1197 / -0.0916 hartree
Orbital gap (alpha / beta): 0.2625 / 0.2909 Eh
Highest occupied orbital energy (alpha / beta): -10.40 / -10.41 eV
<S²>: 1.143
Energy above the lowest of the compared OMol25 structures with the same formula, charge and spin: 14.5 kJ/mol

Structure (ORCA input):
```
! RIJCOSX wB97M-V def2-TZVPD def2/J DEFGRID3
* xyz 1 2
Co 0.01445 -0.45593 0.42650
O -0.43989 -2.28355 0.47578
N -1.66992 -2.58467 0.18612
N -2.32281 -1.60626 -0.27298
O -1.80497 -0.40954 -0.40682
C -3.71132 -1.79235 -0.63939
C -4.30583 -3.04417 -0.53489
C -5.64077 -3.17805 -0.87555
C -6.37090 -2.07764 -1.30834
C -5.75898 -0.83759 -1.40670
C -4.42058 -0.68635 -1.07168
H -3.72730 -3.88860 -0.18729
H -6.11182 -4.15003 -0.80805
H -7.41750 -2.18946 -1.56375
H -6.32268 0.02287 -1.74746
H -3.92857 0.27340 -1.12724
C 0.04042 -0.80369 4.04803
P -0.32485 0.23801 2.57522
C 0.69403 1.72936 2.82250
C 2.06613 1.48682 2.69236
C 2.98243 2.51557 2.81173
C 2.53941 3.81312 3.04693
C 1.18354 4.06376 3.17453
C 0.26038 3.02826 3.06154
C -2.11756 0.51930 2.64063
C -2.89183 -0.62676 2.84808
C -4.27492 -0.56216 2.81611
C -4.90759 0.65082 2.57335
C -4.14682 1.78120 2.31986
C -2.75825 1.71429 2.33242
P 0.49500 0.12318 5.61254
C 0.28913 -1.25759 6.80960
C 0.09837 -0.91362 8.15065
C -0.03760 -1.89566 9.11868
C 0.02534 -3.23935 8.76443
C 0.24683 -3.58944 7.44376
C 0.38492 -2.60377 6.47123
C -1.05166 1.06098 5.95762
C -2.30423 0.44965 6.04089
C -3.43334 1.19591 6.33899
C -3.32304 2.56419 6.57356
C -2.08110 3.17713 6.51777
C -0.95056 2.42598 6.20786
H 0.89527 -1.43197 3.79225
H -0.80656 -1.46386 4.22753
H 2.42005 0.47854 2.49745
H 4.04177 2.30521 2.72881
H 3.25217 4.62432 3.13558
H 0.83110 5.07071 3.36621
H -0.78476 3.24303 3.22518
H -2.41687 -1.58772 3.01937
H -4.85785 -1.46207 2.97193
H -5.98937 0.70764 2.56487
H -4.63223 2.72557 2.10455
H -2.19550 2.59966 2.07424
H 0.04803 0.13110 8.43740
H -0.19153 -1.61242 10.15250
H -0.09540 -4.00713 9.51877
H 0.31609 -4.63337 7.16224
H 0.57050 -2.90250 5.44572
H -2.39667 -0.62286 5.89911
H -4.39986 0.70846 6.40095
H -4.20755 3.14515 6.81047
H -1.98824 4.23645 6.72906
H 0.02356 2.90293 6.16804
C 0.04739 2.80133 -3.40866
N 0.34198 1.68560 -2.50438
C 0.27102 0.33776 -3.07630
C 0.70446 1.89442 -1.24719
C 0.81735 3.30605 -0.75073
O 0.98912 0.94117 -0.47029
H -0.37065 2.39802 -4.32489
H 0.94658 3.36159 -3.66229
H -0.67995 3.48076 -2.97105
H 1.13526 0.15234 -3.71435
H -0.63845 0.24470 -3.66513
H 0.24989 -0.40596 -2.29366
H 1.39510 3.92312 -1.43929
H 1.29676 3.29420 0.22345
H -0.17708 3.74883 -0.65561
*
```

***

Record 3
The following is a DFT calculation (ωB97M-V/def2-TZVPD) of a molecular structure, C34H38BrCl3N5O6RuSe2.

Total energy: -296494.6537 eV
Lowest unoccupied orbital energy (alpha / beta): 0.0068 / -0.0022 hartree
Orbital gap (alpha / beta): 0.2638 / 0.2593 Eh
Highest occupied orbital energy (alpha / beta): -6.99 / -7.12 eV
<S²>: 0.763
Energy above the lowest of the compared OMol25 structures with the same formula, charge and spin: 0.0 kJ/mol

Structure (ORCA input):
```
! RIJCOSX wB97M-V def2-TZVPD def2/J DEFGRID3
* xyz 0 2
Ru -0.65695 1.12049 -1.52726
O -3.88374 2.14967 -0.85436
C -4.10292 3.32906 -1.59435
C -2.92546 4.32376 -1.57163
C -3.59710 5.70856 -1.69786
O -2.71458 6.78303 -1.97328
C -2.15019 4.29034 -0.25516
Se -0.89036 2.82405 0.12987
C -1.95251 4.17330 -2.74622
Se -1.55326 2.36481 -3.33526
H -3.81628 1.37140 -1.43272
H -4.98182 3.82056 -1.15803
H -4.34053 3.11042 -2.64061
H -4.17664 5.91114 -0.78790
H -4.29537 5.68458 -2.53780
H -2.05532 6.82325 -1.27319
H -2.83717 4.30066 0.59324
H -1.53468 5.19190 -0.18799
H -0.99971 4.64089 -2.49629
H -2.33809 4.68943 -3.62738
C 3.51476 -1.63583 3.26551
N 2.84886 -0.41914 2.82647
N 2.88109 -0.16424 1.45416
C 1.69582 0.45607 1.06018
O 1.52588 0.91428 -0.06370
C 0.86060 0.44259 2.23562
C 1.57123 -0.11924 3.23925
C 1.14267 -0.45547 4.62395
C 4.12063 -0.00282 0.79387
C 4.21353 -0.35638 -0.54631
C 5.41548 -0.18183 -1.21256
C 6.52434 0.32235 -0.54616
C 6.42420 0.66396 0.79421
C 5.22086 0.51313 1.46708
H 4.46504 -1.72195 2.74420
H 2.91307 -2.52511 3.05992
H 3.71608 -1.56122 4.33224
H -0.13241 0.85637 2.28578
H 0.14997 -0.05118 4.80672
H 1.83090 -0.04262 5.36246
H 1.10340 -1.53784 4.76515
H 3.34538 -0.75569 -1.05085
H 5.48520 -0.45046 -2.25858
H 7.46255 0.44944 -1.06960
H 7.28208 1.06348 1.31876
H 5.12524 0.80124 2.50569
Br 1.82884 3.42414 -2.42280
C 1.92162 1.67176 -3.07274
C 2.96929 1.38531 -3.93874
C 3.14360 0.09042 -4.37879
C 2.28423 -0.88834 -3.90584
C 1.26219 -0.51816 -3.05976
N 1.04835 0.75029 -2.66547
H 3.62678 2.18449 -4.24381
H 3.94549 -0.15123 -5.06420
H 2.38280 -1.92550 -4.19212
H 0.56384 -1.24599 -2.67872
Cl -4.44367 -2.36546 -4.01714
C -2.78602 -2.25761 -3.43566
Cl -1.67125 -2.45984 -4.79091
Cl -2.48780 -3.56046 -2.23991
C -2.54662 -0.92313 -2.64805
O -3.48649 -0.47105 -2.01865
O -1.34699 -0.53557 -2.71029
C -3.41625 -3.41375 2.31333
N -2.61531 -2.19311 2.27411
N -1.60979 -2.18512 1.30458
C -1.55945 -0.94782 0.69145
O -0.66960 -0.66536 -0.12652
C -2.63072 -0.18006 1.25870
C -3.25613 -0.97184 2.15386
C -4.49971 -0.71102 2.92623
C -0.54195 -3.10531 1.38565
C 0.14533 -3.45438 0.22799
C 1.19485 -4.35579 0.31112
C 1.54539 -4.92804 1.52660
C 0.84671 -4.58073 2.67425
C -0.18856 -3.65986 2.61171
H -2.75344 -4.27093 2.22721
H -4.14557 -3.44424 1.49916
H -3.92668 -3.46876 3.27225
H -2.87839 0.82892 0.97790
H -4.78034 0.33337 2.81592
H -4.36410 -0.93380 3.98526
H -5.32303 -1.32335 2.55290
H -0.15190 -3.02319 -0.71664
H 1.73004 -4.62701 -0.58974
H 2.35391 -5.64528 1.57692
H 1.10976 -5.02319 3.62676
H -0.72698 -3.36758 3.50341
*
```